Arrangement i

{
  "formula": "C15H22N2O3S",
  "method": "ωB97M-V/def2-TZVPD",
  "symbols": ["C", "O", "C", "O", "C", "C", "C", "S", "C", "N", "C", "O", "N", "C", "C", "C", "C", "C", "C", "C", "C", "H", "H", "H", "H", "H", "H", "H", "H", "H", "H", "H", "H", "H", "H", "H", "H", "H", "H", "H", "H", "H", "H"],
  "coordinates": [[1.323, -2.818, -3.001], [0.836, -2.181, -1.826], [-0.205, -2.765, -1.226], [-0.766, -3.739, -1.647], [-0.604, -2.027, 0.051], [-2.099, -1.690, 0.009], [-2.585, -1.192, 1.361], [-4.276, -0.520, 1.287], [-3.922, 1.118, 0.586], [0.180, -0.840, 0.280], [1.344, -0.927, 0.998], [1.662, -1.906, 1.640], [2.143, 0.187, 0.963], [1.883, 1.452, 0.420], [0.637, 2.051, 0.573], [0.374, 3.311, 0.053], [-0.982, 3.927, 0.225], [1.390, 3.976, -0.619], [2.638, 3.393, -0.756], [2.909, 2.134, -0.247], [4.262, 1.508, -0.402], [2.017, -2.120, -3.462], [0.496, -3.048, -3.676], [1.833, -3.747, -2.738], [-0.396, -2.708, 0.888], [-2.261, -0.923, -0.753], [-2.655, -2.581, -0.286], [-1.934, -0.408, 1.748], [-2.623, -2.007, 2.082], [-3.505, 1.018, -0.412], [-4.868, 1.646, 0.536], [-3.235, 1.650, 1.239], [0.144, -0.136, -0.444], [3.051, 0.047, 1.382], [-0.129, 1.534, 1.131], [-1.700, 3.458, -0.449], [-0.954, 4.991, 0.004], [-1.340, 3.791, 1.243], [1.209, 4.958, -1.029], [3.419, 3.929, -1.275], [4.778, 1.462, 0.559], [4.176, 0.492, -0.787], [4.875, 2.089, -1.085]],
  "nbo_charge": [-0.261, -0.511, 0.790, -0.593, -0.157, -0.407, -0.522, 0.186, -0.741, -0.642, 0.801, -0.650, -0.639, 0.129, -0.259, 0.005, -0.629, -0.227, -0.213, 0.038, -0.655, 0.195, 0.200, 0.194, 0.263, 0.196, 0.241, 0.216, 0.230, 0.207, 0.234, 0.209, 0.405, 0.414, 0.220, 0.218, 0.218, 0.218, 0.211, 0.209, 0.213, 0.223, 0.222],
  "gap_ev": 9.14,
  "smiles": "COC(=O)[C@H](CCSC)NC(=O)Nc1cc(C)ccc1C"
}

Arrangement ii

{
  "formula": "C15H22N2O3S",
  "method": "ωB97M-V/def2-TZVPD",
  "symbols": ["C", "C", "C", "C", "C", "C", "N", "C", "O", "C", "C", "C", "N", "S", "C", "O", "O", "C", "C", "C", "C", "H", "H", "H", "H", "H", "H", "H", "H", "H", "H", "H", "H", "H", "H", "H", "H", "H", "H", "H", "H", "H", "H"],
  "coordinates": [[4.937, 1.375, -4.255], [5.159, 0.142, -3.377], [3.968, -0.096, -2.493], [2.892, -0.853, -2.937], [1.772, -1.049, -2.150], [1.712, -0.480, -0.883], [0.618, -0.635, -0.018], [-0.521, -1.348, -0.204], [-0.787, -1.965, -1.213], [-1.513, -1.339, 0.967], [-1.140, -0.524, 2.205], [-2.249, -0.674, 3.256], [-3.547, -0.333, 2.742], [-4.212, 1.127, 3.118], [-3.471, 2.387, 2.032], [-3.814, 1.439, 4.459], [-5.603, 1.060, 2.794], [-3.937, -0.988, 1.519], [-2.870, -0.855, 0.433], [2.785, 0.285, -0.430], [3.895, 0.473, -1.228], [4.056, 1.242, -4.878], [4.788, 2.258, -3.637], [5.797, 1.543, -4.900], [5.325, -0.728, -4.015], [6.051, 0.292, -2.765], [2.929, -1.304, -3.918], [0.949, -1.643, -2.508], [0.737, -0.168, 0.869], [-1.626, -2.390, 1.260], [-1.034, 0.532, 1.944], [-0.208, -0.881, 2.648], [-2.276, -1.714, 3.604], [-2.076, -0.025, 4.115], [-2.407, 2.433, 2.223], [-3.691, 2.136, 1.004], [-3.939, 3.326, 2.298], [-4.107, -2.050, 1.734], [-4.883, -0.542, 1.214], [-3.147, -1.452, -0.436], [-2.777, 0.186, 0.114], [2.747, 0.732, 0.555], [4.719, 1.068, -0.860]],
  "nbo_charge": [-0.592, -0.413, -0.031, -0.213, -0.184, 0.126, -0.601, 0.698, -0.616, -0.314, -0.430, -0.221, -0.692, 2.330, -0.870, -0.949, -0.944, -0.228, -0.406, -0.242, -0.192, 0.206, 0.204, 0.207, 0.208, 0.206, 0.211, 0.248, 0.400, 0.226, 0.197, 0.217, 0.198, 0.246, 0.229, 0.234, 0.254, 0.199, 0.242, 0.246, 0.194, 0.202, 0.210],
  "gap_ev": 8.95,
  "smiles": "CCc1ccc(NC(=O)C2CCN(S(C)(=O)=O)CC2)cc1"
}

Referenced to the most stable arrangement, the calculated values in kJ/mol are arrangement i 0.0; arrangement ii 83.4.

Arrangement i

{
  "formula": "C4H5N2OS",
  "method": "ωB97M-V/def2-TZVPD",
  "symbols": ["C", "C", "C", "C", "N", "N", "O", "S", "H", "H", "H", "H", "H"],
  "coordinates": [[1.541, 0.293, 1.008], [-0.386, -0.180, -0.340], [0.514, 2.453, 1.480], [-0.954, -1.244, -1.244], [1.031, 1.372, 1.582], [0.763, -0.520, 0.184], [-2.046, -0.698, -1.979], [-0.336, 3.700, 2.017], [2.337, -0.203, 1.545], [-0.220, -1.646, -1.973], [-1.338, -2.102, -0.658], [1.232, -1.422, -0.012], [-2.137, 0.196, -1.612]],
  "nbo_charge": [-0.167, -0.132, 0.164, -0.172, -0.394, -0.509, -0.757, -0.294, 0.147, 0.137, 0.149, 0.349, 0.479],
  "total_charge": -1,
  "gap_ev": 5.62
}

Arrangement ii

{
  "formula": "C4H5N2OS",
  "method": "ωB97M-V/def2-TZVPD",
  "symbols": ["C", "N", "N", "C", "O", "C", "C", "S", "H", "H", "H", "H", "H"],
  "coordinates": [[1.814, -0.586, 0.090], [0.386, -0.206, 0.109], [-0.466, -1.185, 0.031], [0.095, 1.078, 0.165], [0.880, 1.998, 0.232], [-1.392, 1.186, 0.114], [-2.089, 0.055, -0.138], [-3.599, -0.621, -0.125], [1.750, -1.684, -0.082], [2.518, -0.001, -0.534], [2.238, -0.575, 1.117], [-0.362, -1.678, -0.820], [-1.773, 2.218, -0.158]],
  "nbo_charge": [-0.429, -0.275, -0.555, 0.611, -0.709, -0.514, 0.028, -0.283, 0.199, 0.210, 0.186, 0.307, 0.224],
  "total_charge": -1,
  "gap_ev": 7.11,
  "smiles": "CN([NH-])C(=O)C=C=S"
}

Arrangement iii

{
  "formula": "C4H5N2OS",
  "method": "ωB97M-V/def2-TZVPD",
  "symbols": ["C", "N", "N", "C", "S", "C", "C", "O", "H", "H", "H", "H", "H"],
  "coordinates": [[-1.707, 0.599, -0.421], [-0.567, 0.269, 0.407], [0.595, 1.087, 0.232], [1.801, 0.055, 0.228], [3.302, 0.639, -0.053], [1.234, -1.163, 0.490], [-0.137, -1.057, 0.544], [-1.031, -1.937, 0.605], [-2.166, 1.652, -0.312], [-1.317, 0.636, -1.466], [-2.425, -0.185, -0.287], [0.608, 1.475, -0.650], [1.810, -2.069, 0.682]],
  "nbo_charge": [-0.414, -0.301, -0.471, 0.042, -0.351, -0.514, 0.599, -0.728, 0.184, 0.155, 0.239, 0.336, 0.224],
  "total_charge": -1,
  "gap_ev": 7.35,
  "smiles": "Cn1[nH]c(=S)cc1[O-]"
}

Referenced to the most stable arrangement, the calculated values in kJ/mol are arrangement i 298.7; arrangement ii 176.4; arrangement iii 0.0.

Arrangement i

{
  "formula": "C4H12N2S",
  "method": "ωB97M-V/def2-TZVPD",
  "symbols": ["N", "C", "C", "N", "H", "H", "H", "H", "H", "H", "C", "C", "S", "H", "H", "H", "H", "H", "H"],
  "coordinates": [[0.695, -0.693, 2.450], [0.947, 0.417, 1.590], [0.128, 1.447, 1.400], [0.525, 2.683, 0.844], [1.544, -0.969, 2.921], [0.016, -0.374, 3.137], [1.920, 0.453, 1.104], [-0.894, 1.418, 1.751], [1.406, 2.623, 0.348], [-0.162, 3.079, 0.215], [-0.680, -0.567, -2.542], [-1.188, -1.461, -1.423], [0.111, -2.511, -0.715], [-0.243, -1.157, -3.342], [0.053, 0.136, -2.147], [-1.485, 0.034, -2.972], [-1.953, -2.151, -1.774], [-1.628, -0.869, -0.620], [0.889, -1.540, -0.226]],
  "nbo_charge": [-0.818, -0.101, -0.085, -0.807, 0.369, 0.364, 0.176, 0.181, 0.362, 0.362, -0.615, -0.511, -0.046, 0.213, 0.204, 0.205, 0.217, 0.211, 0.118],
  "gap_ev": 8.54,
  "smiles": "N/C=C/N.CCS"
}

Arrangement ii

{
  "formula": "C4H12N2S",
  "method": "ωB97M-V/def2-TZVPD",
  "symbols": ["N", "C", "C", "N", "C", "C", "S", "H", "H", "H", "H", "H", "H", "H", "H", "H", "H", "H", "H"],
  "coordinates": [[0.749, -0.107, -2.705], [1.207, -0.067, -1.226], [0.150, -0.659, -0.306], [-1.267, -0.551, -0.721], [0.263, -0.022, 1.153], [-0.901, 0.794, 1.673], [-0.715, 1.506, 3.342], [1.045, -1.043, -3.129], [1.225, 0.741, -3.155], [2.267, -0.284, -1.061], [1.180, 0.943, -0.978], [0.469, -1.757, -0.306], [-1.321, 0.189, -1.350], [-1.667, -1.360, -1.310], [1.294, 0.503, 1.204], [0.219, -0.904, 1.935], [-1.737, 0.035, 1.965], [-1.260, 1.704, 1.019], [-1.200, 0.338, 3.957]],
  "nbo_charge": [-0.866, -0.247, -0.055, -0.840, -0.428, -0.526, -0.049, 0.362, 0.369, 0.194, 0.175, 0.182, 0.362, 0.368, 0.205, 0.210, 0.238, 0.224, 0.120],
  "gap_ev": 9.54,
  "smiles": "NC[C@H](N)CCS"
}

Arrangement iii

{
  "formula": "C4H12N2S",
  "method": "ωB97M-V/def2-TZVPD",
  "symbols": ["N", "C", "C", "N", "H", "H", "H", "H", "H", "H", "C", "C", "S", "H", "H", "H", "H", "H", "H"],
  "coordinates": [[2.872, -2.188, 0.624], [2.605, -0.807, 0.758], [1.617, -0.105, 0.220], [1.290, 1.218, 0.714], [2.531, -2.714, 1.412], [2.437, -2.551, -0.216], [3.246, -0.310, 1.481], [0.961, -0.459, -0.561], [1.629, 1.895, 0.034], [1.839, 1.395, 1.549], [-3.323, 0.456, -1.214], [-1.870, 0.422, -0.762], [-1.764, 0.932, 1.007], [-3.730, 1.449, -1.031], [-3.890, -0.292, -0.660], [-3.392, 0.202, -2.272], [-1.273, 1.136, -1.329], [-1.450, -0.579, -0.795], [-0.334, 0.899, 1.043]],
  "nbo_charge": [-0.831, -0.041, -0.088, -0.811, 0.372, 0.362, 0.174, 0.192, 0.375, 0.371, -0.615, -0.495, -0.187, 0.213, 0.211, 0.207, 0.197, 0.198, 0.196],
  "gap_ev": 9.00,
  "smiles": "N/C=C/N.CCS"
}

Referenced to the most stable arrangement, the calculated values in kJ/mol are arrangement i 0.0; arrangement ii 103.8; arrangement iii 37.1.

Arrangement i

{
  "formula": "C4H12N2S",
  "method": "ωB97M-V/def2-TZVPD",
  "symbols": ["C", "N", "C", "C", "N", "C", "S", "H", "H", "H", "H", "H", "H", "H", "H", "H", "H", "H", "H"],
  "coordinates": [[2.334, -0.598, 0.165], [1.467, 0.192, -0.667], [0.071, 0.401, -0.339], [-0.881, -0.960, -0.652], [-2.231, -0.688, -0.340], [-0.100, 1.062, 1.062], [-1.408, 2.358, 0.819], [1.758, -0.960, 1.155], [3.131, 0.187, 0.507], [2.659, -1.454, -0.383], [1.885, 0.418, -1.445], [-0.132, 1.291, -1.051], [-0.735, -1.453, -1.753], [-0.228, -1.779, -0.071], [-2.927, -1.385, -0.807], [-2.575, 0.140, -0.669], [0.877, 1.317, 1.425], [-0.510, 0.208, 1.717], [-2.458, 1.704, 1.325]],
  "nbo_charge": [-0.421, -0.676, -0.038, -0.222, -0.855, -0.543, -0.062, 0.191, 0.190, 0.193, 0.366, 0.204, 0.164, 0.179, 0.358, 0.365, 0.237, 0.233, 0.139],
  "gap_ev": 9.01,
  "smiles": "CN[C@@H](CN)CS"
}

Arrangement ii

{
  "formula": "C4H12N2S",
  "method": "ωB97M-V/def2-TZVPD",
  "symbols": ["N", "C", "N", "C", "C", "C", "S", "H", "H", "H", "H", "H", "H", "H", "H", "H", "H", "H", "H"],
  "coordinates": [[3.086, 0.991, 0.201], [1.859, 0.262, 0.106], [0.774, 0.843, 0.947], [-0.383, -0.020, 1.166], [-0.824, -0.982, 0.028], [-2.068, -0.487, -0.665], [-2.296, -1.230, -2.314], [3.415, 1.072, 1.149], [3.096, 1.876, -0.284], [2.048, -0.763, 0.404], [1.492, 0.305, -0.906], [0.484, 1.670, 0.440], [-1.232, 0.659, 1.287], [-0.215, -0.525, 2.118], [-1.035, -1.924, 0.568], [-0.013, -1.363, -0.592], [-1.926, 0.570, -0.813], [-3.005, -0.564, -0.123], [-3.258, -0.391, -2.716]],
  "nbo_charge": [-0.840, -0.055, -0.636, -0.214, -0.461, -0.504, -0.049, 0.366, 0.360, 0.174, 0.164, 0.339, 0.192, 0.192, 0.213, 0.225, 0.199, 0.217, 0.121],
  "gap_ev": 9.79,
  "smiles": "NCNCCCS"
}

Referenced to the most stable arrangement, the calculated values in kJ/mol are arrangement i 212.2; arrangement ii 0.0.